{"formula": "C13H34N9O25PS", "method": "ωB97M-V/def2-TZVPD", "orbital_gap_ev": 8.8, "e_homo_ev": -9.677, "e_tot_ev": -98723.8908, "species": ["O", "C", "C", "C", "P", "O", "O", "C", "O", "S", "O", "O", "O", "H", "H", "H", "H", "H", "H", "H", "C", "N", "O", "O", "H", "H", "H", "C", "N", "O", "O", "H", "H", "H", "C", "N", "O", "O", "H", "H", "H", "C", "N", "O", "O", "H", "H", "H", "C", "N", "O", "O", "H", "H", "H", "C", "N", "O", "O", "H", "H", "H", "C", "N", "O", "O", "H", "H", "H", "C", "N", "O", "O", "H", "H", "H", "C", "N", "O", "O", "H", "H", "H"], "positions_angstrom": [[0.604523, 1.199566, -0.646610], [0.199839, 0.189382, 0.161986], [1.318821, -0.838038, 0.782885], [1.668223, -1.951499, -0.378288], [2.057842, -3.504970, 0.662215], [3.479258, -4.337555, 0.017394], [0.655941, -4.557708, 0.432431], [2.679061, -1.562129, -1.609460], [2.306602, -2.545415, -2.671122], [0.594290, -2.505478, -2.731434], [0.046572, -1.376772, -3.665168], [-0.183377, -3.868476, -2.822498], [0.366929, -2.102703, -1.056457], [-0.925518, -0.006753, 0.456679], [0.793709, -1.435593, 1.673085], [2.256030, -0.319613, 1.259010], [3.121246, -4.926776, -0.733831], [0.707690, -4.813244, -0.548826], [3.835081, -1.476244, -1.375921], [2.347401, -0.550359, -2.121252], [-1.750871, 3.629198, -0.888691], [-2.759394, 3.649613, 0.204974], [-3.940508, 3.822741, -0.117410], [-2.336838, 3.491172, 1.356189], [-2.260885, 3.779788, -1.842490], [-1.042097, 4.437723, -0.698450], [-1.258123, 2.655009, -0.864473], [7.370012, -1.797147, -3.620446], [6.139794, -2.170151, -2.871400], [5.827602, -3.366487, -2.855606], [5.522340, -1.251414, -2.320379], [7.808618, -2.699636, -4.051332], [7.077984, -1.097297, -4.406063], [8.059580, -1.333753, -2.911789], [-1.733818, 0.287557, 4.256087], [-0.790271, -0.569262, 3.488482], [-1.230866, -1.632641, 3.036778], [0.366003, -0.150054, 3.361023], [-2.709393, -0.202076, 4.288303], [-1.327760, 0.404941, 5.262866], [-1.801106, 1.247748, 3.740394], [-0.897177, 5.746387, 3.043243], [-0.180742, 5.671407, 4.345064], [-0.870392, 5.669421, 5.371375], [1.053722, 5.616578, 4.299840], [-1.971702, 5.789148, 3.233231], [-0.559458, 6.650676, 2.532881], [-0.641543, 4.850086, 2.474271], [-5.695648, 1.463424, 4.684986], [-4.979214, 1.388445, 5.986807], [-5.668863, 1.386458, 7.013118], [-3.744750, 1.333616, 5.941583], [-6.770173, 1.506186, 4.874974], [-5.357930, 2.367714, 4.174623], [-5.440014, 0.567123, 4.116014], [8.150529, -1.130715, -7.883503], [8.062350, 0.011467, -6.934144], [8.125337, -0.249591, -5.727159], [7.932480, 1.137846, -7.427456], [8.262188, -2.055746, -7.313965], [7.227791, -1.146101, -8.467099], [9.021066, -0.962918, -8.521031], [-2.058469, -4.331927, -5.218796], [-2.328485, -4.982996, -6.529077], [-2.296333, -4.264945, -7.535209], [-2.564997, -6.196533, -6.510525], [-1.867590, -3.269599, -5.384780], [-2.942255, -4.471819, -4.593001], [-1.182624, -4.817715, -4.783667], [-1.902083, -4.648010, 1.823656], [-3.132301, -5.021014, 2.572701], [-3.444493, -6.217350, 2.588495], [-3.749755, -4.102277, 3.123722], [-1.463477, -5.550500, 1.392769], [-2.194111, -3.948160, 1.038038], [-1.212514, -4.184617, 2.532312], [-5.007986, 7.754157, 4.487203], [-4.626144, 6.539626, 3.717301], [-4.810924, 5.444090, 4.260061], [-4.151782, 6.720392, 2.589800], [-5.408866, 7.447162, 5.455488], [-4.108003, 8.358781, 4.616528], [-5.764829, 8.287146, 3.907942]], "forces_ev_per_angstrom": [[-2.9015, -6.1586, 4.9754], [3.1684, 4.0412, -3.1294], [-0.9110, -0.5816, 0.1008], [-0.0551, 1.5004, -1.1400], [0.6449, -2.0273, 1.2248], [-3.8807, -0.0118, -1.3544], [3.1181, 1.2774, -2.4715], [-0.8374, 1.9562, 0.5206], [-2.3517, -0.1556, 0.6924], [-4.1236, 0.1711, -0.6951], [2.7815, -4.5110, 3.9016], [4.0370, 4.8361, 0.1116], [1.2127, -0.4232, -2.6850], [2.1105, 0.5660, -0.7319], [1.2244, 1.2805, -2.1540], [-1.8404, -0.8417, -1.2570], [1.2389, 1.1609, 1.3005], [-0.7837, 0.3458, 1.6674], [-2.6460, -1.0332, -0.7190], [0.6501, -1.6263, 1.6110], [-0.0365, -0.0037, -0.3364], [-1.0312, 0.1748, 0.2904], [1.7373, -0.3414, 0.8375], [-0.7283, 0.1134, -1.3012], [0.0081, -0.0064, 0.3358], [-0.0458, -0.2511, 0.0667], [0.1276, 0.2193, 0.0915], [-0.0724, -0.1447, -0.0142], [-0.4364, -0.9040, 0.3478], [0.1095, 1.9386, 0.1741], [0.8923, -1.1471, -0.6681], [-0.2338, 0.1621, 0.1806], [-0.0216, -0.2564, 0.6183], [-0.2121, 0.0701, -0.1556], [-0.3483, -0.0753, 0.0462], [0.3340, -0.3337, -0.2071], [0.9819, 1.2834, 0.3424], [-1.5533, -0.6896, 0.2742], [0.4180, 0.0359, -0.0674], [-0.0275, 0.0787, -0.2548], [0.1252, -0.1109, 0.1618], [-0.2964, 0.0081, -0.0652], [0.5068, -0.0194, 0.8964], [1.1395, 0.0136, -1.2534], [-1.7597, 0.0639, 0.2688], [0.3426, -0.0897, -0.0163], [0.0654, -0.2128, 0.0727], [0.0197, 0.2345, 0.0989], [-0.2901, 0.0666, -0.1456], [0.0794, -0.0144, 1.1700], [1.3370, -0.0087, -1.4744], [-1.6522, 0.0913, 0.2934], [0.3260, -0.0314, 0.0755], [0.0715, -0.1902, 0.0480], [0.0571, 0.2035, 0.0731], [0.0374, -0.3464, -0.0155], [-0.0720, 1.2424, 0.1599], [0.2028, 0.8398, -1.8126], [0.2071, -1.8789, 1.0499], [-0.0279, 0.3083, -0.0567], [0.2289, 0.1168, 0.0302], [-0.2502, 0.0627, 0.0507], [0.1090, 0.2364, 0.0719], [-0.2426, -0.3648, -0.9473], [-0.0897, -1.2123, 1.2240], [0.3249, 1.7148, -0.2217], [-0.0347, -0.3009, -0.0481], [0.2212, -0.1176, -0.0830], [-0.3134, 0.0402, -0.0531], [0.2282, -0.2433, -0.1514], [-0.8252, -0.3519, 0.4661], [0.2035, 1.7360, 0.1470], [0.6764, -1.3968, -0.6818], [-0.2420, 0.2328, 0.2056], [0.0889, -0.0163, 0.2563], [-0.2141, 0.0419, -0.1967], [-0.1481, 0.0973, 0.3135], [0.1479, -0.9987, -0.3897], [0.3694, 1.4549, -1.0072], [-0.5908, -0.4091, 1.5472], [0.1426, -0.0430, -0.2948], [-0.1806, -0.0801, -0.1521], [0.2544, -0.0564, 0.0160]]}